C50H43Cl5O4P2S6Sn as an isolated structure. Source: the OMol25 dataset; level of theory: ωB97M-V/def2-TZVPD.

Results
- Energy above the lowest of the compared OMol25 structures with the same formula, charge and spin: 7.9 kcal/mol
- Highest occupied orbital energy: -7.182 eV
- Multiplicity: 1
- Gap between HOMO and LUMO: 0.2725 Ha

Each line ends with the Löwdin charge.
Element x y z (Å)
Sn (0.121, -0.192, 0.876)  1.207
Cl (-1.116, -2.788, -1.057)  0.571
C (-2.735, -2.172, -1.436)  -0.939
Cl (-3.161, -0.782, -0.431)  0.579
H (-3.452, -2.959, -1.243)  0.009
H (-2.744, -1.858, -2.474)  0.020
Cl (7.156, -3.663, 1.562)  0.643
C (5.489, -3.167, 1.486)  -0.688
C (5.173, -1.824, 1.520)  -0.159
C (3.849, -1.432, 1.431)  -0.581
Cl (3.514, 0.260, 1.446)  0.718
C (2.767, -2.345, 1.335)  -0.480
O (1.510, -2.026, 1.261)  -0.373
C (3.173, -3.703, 1.312)  -0.571
Cl (1.943, -4.920, 1.160)  0.696
C (4.490, -4.115, 1.383)  -0.143
H (5.950, -1.078, 1.610)  0.104
H (4.727, -5.170, 1.358)  0.103
O (1.905, -0.318, -1.236)  -0.419
P (2.330, 0.519, -2.391)  0.734
C (1.688, 2.233, -2.262)  -0.265
P (-0.126, 2.306, -2.118)  0.722
O (-0.663, 1.295, -1.162)  -0.502
C (-0.835, 2.123, -3.764)  -0.299
C (-2.156, 1.676, -3.794)  -0.071
C (-2.813, 1.538, -5.007)  -0.068
C (-2.147, 1.828, -6.191)  -0.074
C (-0.830, 2.266, -6.163)  -0.071
C (-0.178, 2.429, -4.950)  -0.080
C (-0.491, 3.981, -1.563)  -0.259
C (-0.043, 4.336, -0.288)  -0.077
C (-0.318, 5.597, 0.214)  -0.057
C (-1.039, 6.505, -0.552)  -0.069
C (-1.498, 6.150, -1.811)  -0.076
C (-1.227, 4.887, -2.321)  -0.067
C (1.727, -0.166, -3.948)  -0.264
C (0.510, -0.844, -3.875)  -0.083
C (-0.036, -1.414, -5.014)  -0.064
C (0.640, -1.326, -6.224)  -0.075
C (1.860, -0.668, -6.296)  -0.076
C (2.406, -0.087, -5.160)  -0.070
C (4.115, 0.713, -2.525)  -0.273
C (4.907, -0.143, -1.768)  -0.068
C (6.290, -0.045, -1.833)  -0.057
C (6.880, 0.898, -2.663)  -0.071
C (6.091, 1.750, -3.426)  -0.077
C (4.710, 1.662, -3.356)  -0.099
H (2.035, 2.873, -3.075)  0.065
H (2.088, 2.611, -1.316)  0.085
H (-2.649, 1.426, -2.860)  0.103
H (-3.844, 1.209, -5.029)  0.107
H (-2.658, 1.717, -7.139)  0.106
H (-0.309, 2.478, -7.088)  0.108
H (0.847, 2.780, -4.944)  0.103
H (0.486, 3.611, 0.326)  0.062
H (0.025, 5.869, 1.205)  0.112
H (-1.248, 7.493, -0.160)  0.107
H (-2.073, 6.856, -2.398)  0.105
H (-1.596, 4.605, -3.299)  0.102
H (0.010, -0.925, -2.916)  0.071
H (-0.983, -1.935, -4.956)  0.106
H (0.223, -1.788, -7.110)  0.106
H (2.393, -0.619, -7.237)  0.105
H (3.362, 0.417, -5.222)  0.096
H (4.434, -0.877, -1.129)  0.089
H (6.905, -0.707, -1.238)  0.109
H (7.958, 0.973, -2.717)  0.107
H (6.553, 2.483, -4.076)  0.106
H (4.100, 2.342, -3.941)  0.100
O (-1.223, -1.838, 2.358)  -0.672
S (-0.752, -3.258, 2.563)  0.921
C (-2.195, -4.147, 3.313)  -0.252
C (-3.485, -3.773, 2.659)  -0.280
C (-3.910, -4.412, 1.496)  -0.049
C (-5.114, -4.067, 0.901)  -0.097
C (-5.909, -3.077, 1.463)  -0.089
C (-5.496, -2.441, 2.625)  -0.082
C (-4.287, -2.783, 3.215)  -0.040
C (0.304, -3.201, 4.084)  -0.250
C (-0.206, -2.219, 5.091)  -0.274
C (-0.901, -2.629, 6.228)  -0.061
C (-1.436, -1.695, 7.105)  -0.083
C (-1.286, -0.338, 6.852)  -0.077
C (-0.567, 0.080, 5.739)  -0.055
C (-0.025, -0.853, 4.870)  -0.042
H (-2.217, -3.919, 4.375)  0.076
H (-1.961, -5.202, 3.155)  0.100
H (-3.295, -5.197, 1.067)  0.118
H (-5.447, -4.584, 0.009)  0.104
H (-6.853, -2.809, 1.005)  0.103
H (-6.121, -1.683, 3.081)  0.108
H (-3.961, -2.282, 4.121)  0.122
H (1.281, -2.906, 3.702)  0.083
H (0.344, -4.227, 4.453)  0.102
H (-1.006, -3.689, 6.437)  0.111
H (-1.966, -2.027, 7.989)  0.101
H (-1.712, 0.392, 7.528)  0.104
H (-0.423, 1.138, 5.548)  0.087
H (0.555, -0.521, 4.017)  0.068
C (-3.450, 0.635, 2.597)  -0.381
S (-2.490, 1.793, 1.573)  0.757
C (-1.804, 2.814, 2.818)  -1.001
C (-0.503, 2.843, 3.161)  -1.140
S (0.811, 1.918, 2.513)  0.413
S (-0.106, 3.993, 4.429)  0.885
C (-1.702, 4.620, 4.712)  -1.513
S (-2.048, 5.766, 5.829)  0.526
S (-2.879, 3.915, 3.660)  0.901
H (-4.208, 0.207, 1.945)  0.000
H (-3.924, 1.179, 3.411)  0.033
H (-2.801, -0.152, 2.973)  0.013


C4H7IrO3 as an isolated structure in a non-equilibrium geometry. Source: the OMol25 dataset; level of theory: ωB97M-V/def2-TZVPD.

Results
- Expectation value of S²: 8.764
- Net charge: +1
- Energy above the lowest of the compared OMol25 structures with the same formula, charge and spin: 10.9 kcal/mol
- Highest occupied orbital energy (alpha / beta): -12.367 / -15.370 eV
- Multiplicity: 6
- Gap between HOMO and LUMO (alpha / beta): 0.3292 / 0.2717 Ha

Each line ends with the Löwdin charge.
Element x y z (Å)
O (-2.448, 0.204, -0.947)  -0.310
C (-1.540, 0.812, -1.728)  -0.215
C (-0.121, 0.431, -1.478)  -0.185
O (0.080, 0.438, -0.056)  -0.330
C (1.136, -0.355, 0.490)  -0.156
C (0.767, -0.612, 1.952)  -0.266
O (-0.544, -1.061, 2.077)  -0.324
Ir (-1.614, -0.300, 0.720)  1.731
H (-1.805, 1.796, -2.142)  0.131
H (0.222, -0.536, -1.891)  0.144
H (2.098, 0.170, 0.389)  0.159
H (1.184, -1.307, -0.065)  0.144
H (0.930, 0.327, 2.520)  0.146
H (1.497, -1.346, 2.346)  0.152
H (0.157, 1.339, -2.186)  0.179


An isolated molecule of C16H16N2O4 in a non-equilibrium geometry. Source: the OMol25 dataset; level of theory: ωB97M-V/def2-TZVPD.

Results
- Energy above the lowest of the compared OMol25 structures with the same formula, charge and spin: 99.4 kcal/mol
- Highest occupied orbital energy: -8.587 eV
- Multiplicity: 1
- SMILES: CC1(C)c2ccc([N+](=O)[O-])cc2[C@H](n2ccccc2=O)[C@H]1O
- Gap between HOMO and LUMO: 0.2929 Ha

Each line ends with the Löwdin charge.
Element x y z (Å)
O (-0.425, -2.324, 0.340)  0.059
O (-0.059, 1.080, -5.420)  0.040
O (1.501, -0.229, -4.647)  0.082
O (0.195, 1.219, 2.705)  -0.034
C (0.777, -2.271, 0.524)  -0.464
C (1.465, -3.527, 0.741)  0.023
C (2.752, -3.514, 1.282)  -0.055
C (3.395, -2.256, 1.540)  -0.078
C (2.708, -1.115, 1.257)  -0.045
C (-1.374, 1.055, -2.959)  0.036
C (0.740, 0.259, -2.028)  0.083
C (-1.921, 1.282, -1.687)  0.008
C (-0.030, 0.587, -3.153)  -0.135
C (0.145, 0.448, -0.776)  -0.091
C (-1.146, 0.992, -0.573)  -0.119
N (1.456, -1.098, 0.672)  0.058
N (0.505, 0.450, -4.477)  -0.337
C (-2.858, 0.561, 1.154)  -0.016
C (-1.537, 2.744, 1.138)  -0.004
C (0.778, 0.213, 0.564)  -0.123
C (-0.363, 0.485, 1.592)  -0.223
C (-1.520, 1.222, 0.867)  -0.437
H (-0.477, 1.288, 3.410)  0.107
H (0.964, -4.455, 0.469)  0.117
H (3.257, -4.482, 1.422)  0.109
H (4.342, -2.257, 2.066)  0.101
H (3.171, -0.204, 1.560)  0.121
H (-1.989, 1.291, -3.852)  0.126
H (1.737, -0.193, -2.094)  0.138
H (-2.901, 1.666, -1.595)  0.104
H (-3.146, 0.809, 2.174)  0.089
H (-2.768, -0.539, 1.028)  0.107
H (-3.620, 0.905, 0.468)  0.078
H (-0.542, 3.181, 0.910)  0.107
H (-2.259, 3.245, 0.514)  0.082
H (-1.764, 2.930, 2.179)  0.078
H (1.534, 1.002, 0.676)  0.166
H (-0.722, -0.447, 2.008)  0.142


ClH10NaO5 as an isolated structure in a non-equilibrium geometry. Source: the OMol25 dataset; level of theory: ωB97M-V/def2-TZVPD.

Results
- Energy above the lowest of the compared OMol25 structures with the same formula, charge and spin: 173.0 kcal/mol
- Highest occupied orbital energy: -7.407 eV
- Multiplicity: 1
- Gap between HOMO and LUMO: 0.2326 Ha

Each line ends with the Löwdin charge.
Element x y z (Å)
Na (0.210, -0.009, -0.275)  -0.125
Cl (0.756, 2.019, -1.060)  0.106
O (0.076, 1.034, 1.402)  0.021
H (-0.143, 0.700, 2.272)  0.145
H (0.943, 0.673, 1.218)  0.084
O (1.599, -0.547, -1.612)  -0.106
H (2.212, -1.206, -1.286)  0.067
H (1.183, -0.959, -2.369)  0.073
O (-1.272, -0.797, -0.913)  -0.021
H (-1.694, -1.399, -0.300)  0.082
H (-1.824, -0.824, -1.694)  0.105
O (0.346, -1.373, 0.770)  -0.038
H (1.158, -1.546, 1.247)  0.109
H (-0.339, -1.762, 1.313)  0.106
O (-1.389, 2.105, 0.629)  -0.151
H (-1.198, 2.261, -0.296)  -0.088
H (-0.625, 1.629, 0.955)  -0.370


C7H7N3O2 as an isolated structure in a non-equilibrium geometry. Source: the OMol25 dataset; level of theory: ωB97M-V/def2-TZVPD.

Results
- Energy above the lowest of the compared OMol25 structures with the same formula, charge and spin: 169.7 kcal/mol
- Highest occupied orbital energy: -8.620 eV
- Multiplicity: 1
- Gap between HOMO and LUMO: 0.3274 Ha

Each line ends with the Löwdin charge.
Element x y z (Å)
C (-0.990, -0.267, -0.875)  -0.080
C (-1.687, 0.679, 0.211)  -0.121
C (0.059, 0.840, -1.154)  -0.096
C (-0.575, 1.712, -0.074)  -0.201
C (-0.966, 0.566, 1.501)  -0.102
C (0.123, -1.076, -0.289)  -0.229
C (1.019, -0.044, -0.397)  -0.161
N (0.068, 1.260, 1.174)  0.127
N (0.181, -2.258, 0.322)  0.199
N (2.365, -0.010, -0.083)  -0.357
O (3.046, 0.940, -0.421)  0.083
O (2.791, -1.000, 0.515)  0.042
H (-1.661, -0.687, -1.613)  0.144
H (-2.759, 0.804, 0.106)  0.127
H (0.309, 1.234, -2.130)  0.147
H (-0.715, 2.778, -0.182)  0.145
H (-1.099, -0.026, 2.389)  0.111
H (1.073, -2.531, 0.711)  0.106
H (-0.581, -2.912, 0.287)  0.115


An isolated molecule of C5H6N2. Source: the OMol25 dataset; level of theory: ωB97M-V/def2-TZVPD.

Results
- Energy above the lowest of the compared OMol25 structures with the same formula, charge and spin: 99.4 kcal/mol
- Highest occupied orbital energy: -9.749 eV
- Multiplicity: 1
- SMILES: C1=N[C@H]1C[C@H]1C=N1
- Gap between HOMO and LUMO: 0.3972 Ha

Each line ends with the Löwdin charge.
Element x y z (Å)
N (2.459, -0.468, 0.364)  0.151
C (1.429, -0.745, 1.027)  -0.141
C (1.268, 0.486, 0.302)  -0.305
C (0.311, 0.452, -0.873)  -0.153
C (-1.111, 0.480, -0.306)  -0.272
C (-1.971, -0.671, -0.113)  -0.099
N (-1.389, -0.345, 0.948)  0.140
H (1.386, 1.446, 0.808)  0.124
H (0.509, -0.458, -1.454)  0.116
H (0.444, 1.305, -1.549)  0.107
H (-1.577, 1.463, -0.287)  0.113
H (0.958, -1.557, 1.565)  0.109
H (-2.717, -1.389, -0.434)  0.109


The calculation returns the following DFT total energy values, one per record and in order: -212775.27693; -13227.57876; -28018.96084; -27333.42984; -15931.17132; -8258.04681 eV.